Computed, not measured: a molecular structure, C60H50I2N3O4PSe2TaTe in a non-equilibrium geometry, with the ωB97M-V functional and the def2-TZVPD basis.

```
! RIJCOSX wB97M-V def2-TZVPD def2/J DEFGRID3
* xyz 1 1
Ta -0.96 0.19 -0.50
I -6.11 0.22 -1.34
C -4.85 -1.43 -1.21
C -5.38 -2.74 -1.27
C -4.58 -3.84 -1.20
I -5.45 -5.73 -1.30
C -3.17 -3.69 -1.06
C -2.23 -4.73 -0.96
C -0.90 -4.43 -0.81
C -0.49 -3.09 -0.74
N -1.34 -2.10 -0.83
C -2.67 -2.38 -0.99
C -3.50 -1.23 -1.09
O -2.90 -0.06 -1.02
H -6.45 -2.85 -1.38
H -2.56 -5.76 -1.00
H -0.16 -5.22 -0.74
H 0.55 -2.83 -0.59
C 6.20 0.89 0.67
C 4.78 0.49 0.41
C 4.10 0.88 -0.72
C 2.74 0.56 -0.89
C 2.08 0.73 -2.15
O 0.84 1.02 -2.12
C 2.80 0.42 -3.39
C 2.80 1.29 -4.48
C 3.53 0.96 -5.61
C 4.23 -0.23 -5.67
C 4.25 -1.09 -4.58
C 3.56 -0.76 -3.43
C 2.05 -0.21 0.08
O 0.80 -0.60 -0.15
C 2.78 -0.72 1.17
C 4.10 -0.34 1.31
C 2.18 -1.65 2.18
N 1.06 -1.35 2.67
C 0.44 -2.10 3.74
C 0.11 -1.16 4.89
Te 1.75 -0.12 5.79
C 1.81 1.63 4.62
C 2.44 2.73 5.21
C 2.58 3.92 4.50
C 2.10 4.02 3.21
C 1.46 2.94 2.62
C 1.32 1.74 3.32
C 3.01 -2.87 2.48
C 3.51 -3.15 3.74
C 4.27 -4.29 3.95
C 4.53 -5.16 2.90
C 4.04 -4.88 1.63
C 3.29 -3.73 1.42
H 6.64 1.38 -0.20
H 6.82 0.03 0.92
H 6.26 1.59 1.51
H 4.60 1.46 -1.48
H 2.29 2.23 -4.41
H 3.55 1.65 -6.45
H 4.79 -0.48 -6.56
H 4.81 -2.02 -4.63
H 3.57 -1.42 -2.57
H 4.65 -0.73 2.17
H 1.03 -2.96 4.08
H -0.51 -2.49 3.35
H -0.60 -0.40 4.57
H -0.34 -1.72 5.71
H 2.80 2.68 6.23
H 3.07 4.76 4.97
H 2.20 4.95 2.66
H 1.06 3.01 1.62
H 0.83 0.90 2.85
H 3.33 -2.46 4.55
H 4.67 -4.50 4.94
H 5.12 -6.06 3.07
H 4.24 -5.56 0.81
H 2.93 -3.50 0.42
Se -2.83 2.92 -0.36
P -2.96 1.92 1.66
Se -2.09 -0.09 1.91
C -2.19 2.99 2.89
C -1.93 2.46 4.16
C -1.41 3.28 5.15
C -1.15 4.61 4.89
C -1.41 5.14 3.63
C -1.93 4.33 2.63
C -4.73 1.85 1.98
C -5.51 2.96 1.64
C -6.88 2.94 1.87
C -7.47 1.83 2.45
C -6.69 0.73 2.79
C -5.32 0.74 2.56
H -2.12 1.42 4.37
H -1.19 2.86 6.13
H -0.73 5.25 5.66
H -1.20 6.18 3.42
H -2.11 4.74 1.65
H -5.06 3.84 1.19
H -7.48 3.80 1.60
H -8.53 1.81 2.62
H -7.15 -0.14 3.24
H -4.73 -0.13 2.81
O -0.37 1.92 0.21
N -1.16 2.20 -0.95
C -0.60 2.18 -4.21
C -1.03 0.74 -3.92
C -2.56 0.78 -3.77
C -0.31 0.13 -2.68
C -0.75 -0.20 -5.10
C -0.15 0.21 -6.29
C 0.09 -0.69 -7.32
C -0.27 -2.02 -7.19
C -0.87 -2.45 -6.01
C -1.11 -1.55 -4.99
H -0.71 2.78 -3.31
H -1.25 2.60 -4.98
H 0.42 2.26 -4.56
H -2.88 1.53 -3.04
H -2.97 -0.18 -3.46
H -3.00 1.03 -4.74
H 0.24 -0.76 -3.00
H 0.14 1.24 -6.43
H 0.55 -0.34 -8.24
H -0.10 -2.72 -8.00
H -1.17 -3.48 -5.89
H -1.58 -1.90 -4.07
*
```

Its total energy is -240715.5340 eV. The calculation puts the highest occupied orbital energy at -0.34531 hartree. The orbital gap is 5.6 eV.